Record 1
49
Properties=species:S:1:pos:R:3:forces:R:3 method="wB97M-V/def2-TZVPD" total_energy_ha=-1389.88662 orbital_gap_ev="1.54 / 5.98" multiplicity=3 s_squared=2.01 relative_energy_kcal_mol=0.00 max_force_ha_per_bohr=0.0402 charge=-2
C 0.1208 3.4639 -0.8136 -0.085 1.058 1.771
I 0.8656 2.6680 -3.7416 0.434 -0.456 -1.383
H -0.1123 4.4564 -0.3700 0.022 -0.297 -0.046
H -0.7333 3.1381 -1.4111 0.524 0.017 -0.183
H 1.0470 3.6037 -1.4050 -0.801 -0.408 0.315
C 3.6138 -1.6852 -0.8743 -0.307 -0.136 -0.187
C 4.1727 -0.5510 -0.4406 -0.105 0.482 -0.073
N 3.1405 0.3466 -0.2115 0.310 -0.659 0.084
C 1.9357 -0.2400 -0.4421 0.606 0.192 -0.578
N 2.2478 -1.4733 -0.9120 0.471 -0.181 0.299
H 4.0529 -2.6069 -1.1895 0.127 -0.235 -0.066
H 5.2006 -0.2808 -0.3189 0.206 0.054 0.059
C -3.8570 0.1464 -1.5737 0.105 0.007 -0.105
C -1.9236 0.5235 -0.4689 -1.217 0.114 -0.084
N -2.5031 -0.1458 -1.4851 -0.379 0.028 -0.312
H -5.0406 1.5082 -0.3165 -0.089 0.036 0.120
N -2.9333 1.2142 0.1003 -0.266 0.153 -0.339
H -4.4880 -0.2734 -2.3390 0.061 0.030 0.093
Au 0.0362 0.3581 0.0841 0.406 0.842 -0.756
C 0.3371 2.4889 0.3282 -0.055 -0.726 0.301
O 0.6388 2.7976 1.4691 0.098 0.815 -0.290
C -4.1265 1.0140 -0.5859 0.260 -0.107 0.231
C -2.8149 2.1334 1.2176 0.051 0.266 0.277
H -3.8184 2.2891 1.6270 0.160 -0.031 -0.034
H -2.4123 3.1070 0.8992 -0.100 -0.322 0.014
H -2.1655 1.7276 2.0034 -0.140 -0.007 -0.325
C -1.8280 -0.9910 -2.4512 0.424 -0.241 -0.198
H -2.5878 -1.4171 -3.1207 0.198 0.202 0.153
H -1.3215 -1.8289 -1.9434 -0.421 0.479 -0.091
H -1.0934 -0.4083 -3.0455 -0.389 -0.243 0.385
C 1.3538 -2.4652 -1.4751 -0.352 -0.375 0.051
H 1.8178 -2.8938 -2.3743 -0.009 0.219 0.123
H 0.3988 -2.0062 -1.7445 0.593 -0.081 0.270
H 1.1639 -3.2748 -0.7584 -0.065 0.324 -0.113
C 3.4034 1.7447 0.0591 0.033 0.444 0.095
H 3.0692 2.3696 -0.7832 0.040 -0.254 0.234
H 4.4912 1.8369 0.1602 -0.220 0.111 -0.021
H 2.9275 2.0963 0.9804 -0.023 -0.224 -0.234
C -0.1044 -0.8301 2.9637 -0.231 0.127 0.553
C 0.0839 -1.9955 2.0269 0.153 0.150 -1.602
C -0.5288 -3.3085 2.5045 -0.243 0.130 0.211
O -0.3918 -1.6695 0.7426 -0.092 -1.221 0.994
H -1.1686 -0.6443 3.1316 -0.031 -0.028 0.056
H 0.3188 0.0826 2.5334 0.044 -0.081 0.019
H 0.3946 -0.9961 3.9182 -0.017 -0.054 0.318
H 1.1778 -2.1815 1.9777 0.241 -0.012 0.018
H -1.6086 -3.2103 2.6425 -0.022 0.058 -0.052
H -0.3548 -4.0987 1.7756 0.023 0.031 -0.169
H -0.0937 -3.6384 3.4500 0.072 0.012 0.194

=====

Record 2
52
Properties=species:S:1:pos:R:3:forces:R:3 method="wB97M-V/def2-TZVPD" total_energy_ha=-1906.46281 orbital_gap_ev=3.41 multiplicity=1 max_force_ha_per_bohr=0.0637 charge=+3
C 2.6458 1.7695 1.8823 -0.202 -0.974 -0.174
C 3.4776 0.9963 0.9013 0.153 -0.561 2.074
C 4.3439 -0.1653 1.4163 -0.668 0.705 -1.660
C 3.5187 1.2121 -0.5086 -1.368 0.455 -1.949
C 2.3582 0.9441 -1.4287 1.233 -0.516 0.778
C 1.5692 -0.3486 -0.9516 0.322 -0.366 0.386
C 0.9780 -1.2421 -2.0878 -0.515 -0.393 -0.781
C 2.0255 -1.5708 -3.2081 0.665 0.670 1.387
C -0.3761 -0.7424 -2.7261 0.747 0.657 -0.605
C -0.9852 0.5449 -2.0939 -0.768 -0.944 0.368
B -1.9174 0.2944 -0.8213 0.577 -0.367 -0.733
C -2.5083 -1.1412 -0.4232 0.248 0.828 1.064
C -2.6808 -1.2920 1.1341 0.393 -0.119 -0.147
C -1.3006 -1.5634 1.8185 -1.130 -0.516 0.059
S -1.2070 -1.0131 3.5679 2.557 0.799 1.881
O -0.4483 -1.9727 4.3003 -1.215 -1.075 -0.456
O -0.5432 0.2729 3.6433 -1.179 0.407 -1.331
O -2.6817 -0.8787 4.2118 0.930 -0.198 -1.592
C -2.1867 1.6228 0.0820 -0.210 -0.404 -0.775
F -1.4673 1.4337 1.2380 -0.545 0.066 -0.242
F -1.6514 2.7441 -0.4947 -0.218 -0.457 0.153
C -3.7019 1.9983 0.4112 1.161 2.535 0.833
F -4.6782 1.1859 -0.1763 1.564 0.424 1.980
F -3.9559 3.2177 -0.0548 -0.219 -0.554 -0.352
F -3.8344 2.0773 1.7230 -0.717 -1.047 -0.243
H 1.6641 2.0917 1.4784 0.729 0.319 -0.128
H 3.2283 2.6240 2.3124 -0.232 -0.212 -0.353
H 2.4268 1.0928 2.7427 0.385 0.330 -0.331
H 4.9085 0.1967 2.3030 -0.316 -0.180 -0.226
H 4.9847 -0.5303 0.5937 0.007 0.006 0.667
H 3.6396 -0.9839 1.6958 0.272 0.415 0.218
H 4.4618 1.5654 -0.9919 -0.324 0.090 0.595
H 2.6868 0.9339 -2.4813 0.002 0.058 0.479
H 1.7178 1.8691 -1.3088 0.330 -0.259 0.222
H 2.3105 -0.9829 -0.4166 -0.479 0.188 -0.381
H 0.8388 -0.0256 -0.1855 0.115 -0.234 -0.466
H 0.7617 -2.2261 -1.6167 0.208 0.668 0.135
H 2.9747 -1.8285 -2.6826 -0.445 -0.195 -0.496
H 2.2762 -0.6752 -3.8130 -0.456 -0.632 -0.049
H 1.7231 -2.4293 -3.8234 0.033 0.508 0.127
H -1.0906 -1.5862 -2.7646 0.271 0.540 0.174
H -0.1675 -0.5026 -3.7903 -0.046 -0.210 0.561
H -0.2499 1.3481 -1.8995 -0.388 -0.282 -0.301
H -1.6836 0.9734 -2.8600 0.364 0.002 0.474
H -3.5031 -1.2531 -0.9117 0.515 -0.160 0.147
H -1.8611 -1.9758 -0.7464 -0.432 0.372 -0.246
H -3.1097 -0.3783 1.5907 -0.083 -0.602 -0.371
H -3.3292 -2.1630 1.3308 0.135 0.596 0.138
H -1.1289 -2.6540 1.8694 0.013 0.515 0.036
H -0.4485 -1.1064 1.2842 -0.403 0.043 0.525
H -3.1024 -0.1185 3.7625 -0.079 -0.093 0.557
Tl -5.7217 0.3410 -2.0261 -1.292 -0.646 -1.631

=====

Record 3
62
Properties=species:S:1:pos:R:3:forces:R:3 method="wB97M-V/def2-TZVPD" total_energy_ha=-4855.33685 orbital_gap_ev=7.81 multiplicity=1 relative_energy_kcal_mol=34.42 max_force_ha_per_bohr=0.0566 charge=+1
Ti 0.7233 -0.9291 -0.1786 -1.015 -1.132 2.484
C -2.3983 0.6039 2.6675 0.086 -0.408 -0.451
C -1.3268 1.6601 2.4999 0.577 -0.292 -0.410
S 0.3365 0.9949 2.0893 -0.441 0.195 0.336
C 0.7218 0.0461 3.6099 0.047 0.129 -0.730
C 0.2758 -1.4156 3.6691 0.117 -0.172 -0.408
S 0.2557 -2.3487 2.0740 -0.606 -0.357 0.082
C -1.4254 -3.1080 2.0822 0.618 0.116 -0.091
C -2.6248 -2.1698 2.1381 0.127 0.457 -0.358
S -2.3752 -0.5840 1.2517 -0.350 0.261 0.489
H -3.3828 1.0741 2.6776 0.062 -0.030 0.120
H -2.2574 0.0513 3.5938 -0.055 -0.006 0.034
H -1.2339 2.2639 3.4027 0.029 0.066 -0.073
H -1.5444 2.3047 1.6510 -0.017 0.109 0.016
H 0.2857 0.5954 4.4453 0.116 -0.006 0.009
H 1.8064 0.1126 3.6819 -0.094 0.001 0.133
H -0.7249 -1.5130 4.0825 -0.013 -0.030 0.003
H 0.9747 -1.9661 4.3027 -0.194 0.034 0.045
H -1.4544 -3.8192 2.9094 0.024 -0.015 -0.083
H -1.4300 -3.6677 1.1455 -0.015 -0.050 0.095
H -2.9005 -1.9323 3.1632 -0.055 0.002 -0.023
H -3.4738 -2.6530 1.6506 0.075 -0.058 0.181
F 4.0767 -0.8475 3.5310 -0.055 0.362 -0.296
C 4.4932 -1.2124 2.3203 -0.138 -0.626 0.085
F 4.1021 -2.4712 2.1223 0.135 0.005 -0.095
F 5.8036 -1.1425 2.2619 -0.178 0.307 -0.231
S 3.6196 -0.1994 1.0044 1.181 0.060 0.588
O 2.2669 -0.7521 1.1039 0.004 -0.304 0.492
O 3.7159 1.1825 1.2824 0.279 0.306 0.120
N 4.3397 -0.7160 -0.2903 -0.035 0.452 -0.201
S 3.5380 -0.8642 -1.6171 1.343 -2.128 -0.159
O 4.1820 -0.4590 -2.7984 0.144 0.310 -0.145
O 2.1356 -0.4579 -1.4525 -0.897 0.589 -0.391
C 3.2801 -2.7379 -1.6635 -0.758 -0.286 0.301
F 4.3433 -3.5047 -1.6732 0.092 0.641 -0.047
F 2.4707 -3.0762 -2.6620 0.418 0.286 -0.149
F 2.5852 -2.9885 -0.5100 0.353 0.008 -0.180
C -0.3285 1.8824 -4.1087 -0.094 -0.224 0.297
C -1.2929 1.5338 -2.9769 0.027 0.321 -0.370
C -2.6685 1.2395 -3.5702 0.344 -0.133 0.249
O -0.8002 0.3134 -2.3673 0.208 -0.556 0.005
B -0.3959 0.5510 -1.0918 -1.114 2.041 -1.437
O -0.6129 1.8360 -0.7173 0.210 0.085 0.718
C -1.2730 2.5642 -1.7861 -0.334 0.329 -0.148
C -2.6680 2.9344 -1.2833 0.396 -0.199 0.005
C -0.4638 3.8349 -2.0293 -0.066 -0.353 0.154
H -0.3961 1.1115 -4.8715 0.035 -0.059 -0.079
H 0.6972 1.9135 -3.7466 0.060 0.097 -0.030
H -0.5909 2.8350 -4.5581 0.027 0.110 -0.067
H -2.5494 0.4699 -4.3274 -0.020 -0.049 -0.120
H -3.0861 2.1263 -4.0380 -0.060 0.089 -0.045
H -3.3563 0.8583 -2.8227 -0.116 0.038 0.091
H -3.2014 2.0437 -0.9588 -0.130 -0.032 0.019
H -3.2341 3.4311 -2.0654 -0.109 0.053 -0.029
H -2.5718 3.6148 -0.4404 -0.025 0.064 0.076
H 0.5706 3.6081 -2.2692 0.066 -0.001 -0.090
H -0.4706 4.4259 -1.1170 -0.017 0.085 0.059
H -0.8999 4.4274 -2.8275 -0.043 0.076 -0.105
I -2.2779 -2.4021 -1.4827 0.036 -0.399 -0.114
C -0.1583 -2.5051 -1.1710 -0.306 -0.594 -0.215
H 0.2269 -2.4990 -2.1973 0.083 0.074 0.200
H 0.0236 -3.5033 -0.7453 0.031 0.343 -0.117

=====

Record 4
56
Properties=species:S:1:pos:R:3:forces:R:3 method="wB97M-V/def2-TZVPD" total_energy_ha=-21996.74548 orbital_gap_ev=9.53 multiplicity=1 max_force_ha_per_bohr=0.0289
C -0.7259 -0.3273 -2.0799 -0.005 0.240 -0.099
C -1.9115 -0.1982 -1.9575 0.282 -0.146 1.214
C -3.2611 -0.1195 -1.3732 -0.042 0.927 -0.786
C -3.3554 0.9224 -0.2461 -0.205 -0.142 -0.209
C -2.5376 0.6154 0.9898 -0.325 -0.510 0.181
O -1.1042 0.5807 0.7782 -0.117 0.075 0.679
P -0.3368 1.9331 0.7619 -0.068 0.953 -1.136
O -0.9215 3.0478 0.0018 -0.131 0.008 0.119
O 1.0797 1.5186 0.1694 -0.057 -0.032 0.482
O -0.1058 2.3659 2.2827 0.364 -0.689 0.227
C 0.5798 3.5988 2.4272 0.240 0.550 -0.254
C -0.4428 4.6909 2.6766 -0.288 -0.949 0.302
O -1.3530 4.5376 3.4165 -0.142 0.550 -0.083
F -0.2366 5.8200 2.0043 0.146 0.152 0.039
H 0.3328 -0.4262 -2.1019 -0.012 0.019 -0.259
H -3.6300 -1.0978 -1.0728 0.206 -0.092 0.130
H -3.9234 0.2270 -2.1737 -0.228 -0.124 0.130
H -4.3971 0.9269 0.0898 -0.001 0.046 0.045
H -3.1603 1.9083 -0.6635 0.249 0.065 0.195
H -2.7940 -0.3901 1.3267 0.171 -0.061 -0.016
H -2.7869 1.2731 1.8241 0.136 0.250 -0.131
H 1.3179 2.2147 -0.4594 0.208 -0.207 -0.207
H 1.2448 3.5589 3.2900 -0.150 -0.201 0.136
H 1.1973 3.8356 1.5613 -0.071 0.005 -0.075
Br 2.7278 0.7493 -2.6849 0.047 0.122 -0.187
C 4.6217 0.5209 -2.3281 -0.116 -0.162 0.023
C 4.9254 0.7153 -0.8663 0.153 0.102 0.032
Br 4.8945 2.5965 -0.3675 -0.081 -0.022 0.026
H 5.1501 1.2217 -2.9660 0.021 0.029 0.040
H 4.8562 -0.4973 -2.6331 -0.016 -0.023 0.038
H 5.9311 0.3706 -0.6367 0.007 0.000 -0.032
H 4.2110 0.2111 -0.2232 -0.025 -0.016 -0.029
Br -2.8643 -2.5320 -3.3613 -0.175 -0.670 -0.393
C -2.6940 -4.4372 -3.7018 -0.064 0.167 0.090
C -1.3849 -4.7171 -4.3895 0.076 -0.167 -0.166
Br -1.4371 -4.2339 -6.2731 0.034 0.037 0.022
H -3.5541 -4.7579 -4.2812 0.038 -0.021 -0.046
H -2.7205 -4.9107 -2.7226 0.056 -0.029 -0.013
H -1.1599 -5.7820 -4.3750 -0.027 -0.003 0.040
H -0.5633 -4.1536 -3.9502 -0.147 -0.073 -0.008
Br 0.3379 2.9124 6.6782 -0.011 -0.026 -0.074
C -1.4817 3.6025 6.6644 0.130 0.077 0.005
C -2.2884 3.0698 7.8173 -0.148 -0.091 -0.054
Br -2.8355 1.2257 7.5275 0.051 -0.001 0.039
H -1.9026 3.3481 5.6975 -0.016 0.008 0.002
H -1.3807 4.6827 6.7390 -0.026 0.002 0.019
H -3.2132 3.6325 7.9216 0.013 0.028 -0.028
H -1.7425 3.0897 8.7548 0.024 0.022 -0.009
Br 4.8551 -3.5857 -3.8660 -0.009 0.052 0.066
C 3.8228 -4.7939 -2.7442 0.114 -0.050 -0.165
C 2.3571 -4.7569 -3.0857 -0.133 0.066 0.155
Br 1.5038 -3.1497 -2.4012 0.027 0.001 -0.019
H 4.0169 -4.5089 -1.7156 -0.043 -0.009 0.016
H 4.2319 -5.7841 -2.9315 -0.023 -0.007 -0.012
H 1.8372 -5.5872 -2.6120 0.050 -0.021 0.017
H 2.1739 -4.7774 -4.1558 0.063 -0.009 -0.016

=====

What is the multiplicity in the first record?
3

=====

Among the records above, which one has the highest multiplicity?
C15H26AuIN4O2

=====

Which value of multiplicity does entry 1 give?
3

=====

What is the multiplicity in the second record?
1